Record 1
Molecular formula: C21H28N4NiO3
Method: DFT, wB97M-V/def2-TZVPD

```
57
C21H28N4NiO3 wB97M-V/def2-TZVPD
C 1.74 -0.98 -2.10
C -0.45 -2.37 -2.63
H 1.50 -0.52 -3.19
H 2.48 -1.87 -2.14
H 1.62 -0.25 -1.29
H -1.33 -2.25 -2.02
H -0.35 -1.67 -3.63
H 0.11 -3.39 -2.80
C -0.58 1.51 -1.73
C -1.39 2.65 -1.60
C -2.49 2.59 -0.75
C -2.76 1.40 -0.07
H 0.31 1.51 -2.35
H -1.12 3.53 -2.17
H -3.14 3.46 -0.62
H -3.61 1.30 0.61
N -0.85 0.39 -1.09
C -1.91 0.28 -0.27
C -2.13 -1.04 0.33
N -1.21 -2.02 0.06
C -1.29 -3.18 0.73
C -3.41 -2.56 1.72
C -2.39 -3.49 1.54
H -0.44 -3.85 0.63
H -2.43 -4.48 2.01
C -3.26 -1.30 1.13
H -4.01 -0.52 1.24
H -4.30 -2.79 2.30
Ni 0.44 -1.78 -1.26
C 1.43 -1.67 0.44
H 1.42 -2.71 0.81
H 0.97 -1.01 1.19
H 2.48 -1.35 0.30
C 5.51 0.56 0.55
C 4.98 1.76 1.32
C 3.91 2.60 0.57
C 3.43 3.81 1.41
C 3.04 3.47 2.84
C 4.49 3.14 -0.74
O 5.56 3.81 -0.78
N 3.80 2.91 -1.89
C 2.75 2.00 -2.07
O 2.25 1.88 -3.20
N 2.37 1.33 -0.96
C 2.69 1.69 0.28
O 2.03 1.26 1.26
H 4.75 -0.22 0.45
H 6.35 0.14 1.11
H 5.87 0.85 -0.45
H 4.52 1.42 2.26
H 5.80 2.44 1.57
H 4.23 4.57 1.41
H 2.57 4.25 0.89
H 3.92 3.36 3.48
H 2.42 4.28 3.24
H 2.46 2.54 2.83
H 4.14 3.32 -2.75
```

Multiplicity = 3
Net charge = 0
HOMO energy (alpha / beta) = -8.3 / -8.3 eV
ΔE to the lowest compared entry with this formula, charge and spin = 291.5 kJ/mol
Expectation value of S² = 2.009
HOMO-LUMO gap (alpha / beta) = 7.39 / 6.13 eV
E_LUMO (alpha / beta) = -0.0337 / -0.0787 Ha
Strongest force on any atom = 6.1 eV/Å
Calculated total energy = -75371.6903 eV

Population analysis type Löwdin, resulting atomic charges in e:
1. C -0.139
2. C -0.169
3. H 0.105
4. H 0.091
5. H -0.012
6. H -0.012
7. H 0.090
8. H 0.069
9. C -0.085
10. C -0.016
11. C -0.045
12. C 0.002
13. H 0.083
14. H 0.114
15. H 0.112
16. H 0.100
17. N 0.132
18. C -0.188
19. C -0.159
20. N 0.015
21. C -0.096
22. C -0.037
23. C -0.040
24. H 0.114
25. H 0.110
26. C 0.006
27. H 0.107
28. H 0.116
29. Ni 0.336
30. C -0.063
31. H 0.024
32. H 0.044
33. H 0.027
34. C -0.077
35. C -0.180
36. C -0.294
37. C -0.173
38. C -0.105
39. C -0.377
40. O 0.041
41. N 0.197
42. C -0.525
43. O 0.003
44. N 0.123
45. C -0.432
46. O -0.010
47. H 0.066
48. H 0.076
49. H 0.082
50. H 0.114
51. H 0.126
52. H 0.120
53. H 0.125
54. H 0.075
55. H 0.072
56. H 0.060
57. H 0.157

Record 2
Molecular formula: C16H18B2MgN6O2
Method: DFT, wB97M-V/def2-TZVPD

```
45
C16H18B2MgN6O2 wB97M-V/def2-TZVPD
H -0.33 2.76 1.10
N 0.02 1.54 -0.60
B 0.68 0.66 -2.93
N 0.56 1.80 -1.85
C 0.86 3.11 -1.95
Mg -0.80 -0.42 -0.31
H 1.27 3.50 -2.88
C 0.53 3.72 -0.75
H 0.63 4.77 -0.50
C 0.02 2.70 0.07
H 1.17 1.08 -3.94
C -1.25 -2.19 0.34
H -1.55 -2.43 1.37
H -0.31 -2.55 0.22
H -1.98 -2.22 -0.39
N -0.76 0.08 -3.20
N 1.57 -0.49 -2.33
N -1.44 -0.41 -2.06
N 1.18 -1.18 -1.20
C -1.53 -0.02 -4.29
C 2.74 -0.97 -2.77
H -1.13 0.33 -5.30
H 3.18 -0.57 -3.68
C -2.76 -0.61 -3.93
C 3.15 -1.98 -1.92
C -2.65 -0.84 -2.52
C 2.14 -2.09 -0.93
H -3.62 -0.85 -4.56
H 4.04 -2.57 -2.00
H -3.35 -1.27 -1.82
H 2.11 -2.76 -0.09
H -1.38 0.09 1.22
O 0.02 -1.37 2.75
B -0.47 -0.27 1.97
O -0.15 0.94 2.65
C 0.22 0.58 3.90
C 0.25 1.36 5.04
C 0.29 0.73 6.30
C 0.35 -0.66 6.39
C 0.40 -1.45 5.23
C 0.31 -0.83 3.99
H 0.23 2.45 4.96
H 0.27 1.34 7.21
H 0.36 -1.14 7.38
H 0.46 -2.54 5.29
```

Multiplicity = 1
Net charge = 0
HOMO energy = -7.1 eV
ΔE to the lowest compared entry with this formula, charge and spin = 279.2 kJ/mol
HOMO-LUMO gap = 7.30 eV
E_LUMO = 0.0091 Ha
Strongest force on any atom = 6.1 eV/Å
Calculated total energy = -36718.9654 eV

Population analysis type Löwdin, resulting atomic charges in e:
1. H 0.110
2. N 0.010
3. B -0.439
4. N -0.018
5. C -0.077
6. Mg 0.464
7. H 0.129
8. C -0.060
9. H 0.097
10. C -0.112
11. H 0.112
12. C -0.183
13. H 0.016
14. H -0.068
15. H -0.052
16. N -0.005
17. N -0.034
18. N -0.025
19. N 0.016
20. C -0.077
21. C -0.087
22. H 0.151
23. H 0.119
24. C -0.045
25. C -0.062
26. C -0.084
27. C -0.104
28. H 0.093
29. H 0.080
30. H 0.109
31. H 0.112
32. H 0.105
33. O 0.152
34. B -0.364
35. O 0.121
36. C -0.212
37. C 0.006
38. C -0.088
39. C -0.089
40. C 0.009
41. C -0.173
42. H 0.118
43. H 0.106
44. H 0.106
45. H 0.119

Record 3
Molecular formula: C32H72N2O20S
Method: DFT, wB97M-V/def2-TZVPD

```
127
C32H72N2O20S wB97M-V/def2-TZVPD
N 18.32 -11.84 58.39
H 19.27 -12.36 58.34
H 17.88 -12.17 59.27
H 17.71 -12.21 57.65
H 18.24 -10.85 58.30
N 14.75 -11.36 55.42
H 15.66 -11.60 55.68
H 14.28 -11.43 54.44
H 14.65 -10.37 55.57
H 14.24 -11.90 55.95
S 15.12 -10.43 58.68
O 15.86 -11.02 59.77
O 14.73 -9.07 59.08
O 16.05 -10.36 57.55
O 13.93 -11.16 58.26
O 19.58 -14.74 57.59
C 19.52 -15.79 56.91
O 20.17 -16.06 55.86
C 20.91 -14.91 55.30
C 21.55 -15.27 53.93
C 18.76 -16.97 57.36
H 21.78 -14.73 55.90
H 20.47 -13.96 55.32
H 22.02 -14.34 53.71
H 20.76 -15.43 53.05
H 22.35 -15.87 53.76
H 18.61 -16.86 58.32
H 19.11 -17.79 57.37
H 17.99 -17.17 56.80
O 21.05 -10.96 57.33
C 22.17 -11.45 56.94
O 23.03 -12.12 57.68
C 22.75 -12.33 59.08
C 22.78 -13.80 59.27
C 22.52 -11.63 55.52
H 21.77 -12.09 59.41
H 23.41 -11.64 59.51
H 23.75 -14.21 58.90
H 22.11 -14.35 58.62
H 22.68 -14.12 60.24
H 23.58 -11.94 55.23
H 22.26 -10.78 54.89
H 21.98 -12.48 55.00
O 23.88 -10.57 60.80
C 23.21 -9.51 60.98
O 22.11 -9.17 60.33
C 21.79 -9.85 59.08
C 20.46 -9.14 58.48
C 23.43 -8.63 62.16
H 21.80 -10.85 59.06
H 22.63 -9.68 58.44
H 19.56 -9.24 59.22
H 20.14 -9.59 57.52
H 20.58 -8.14 58.49
H 24.31 -8.24 62.26
H 23.17 -9.32 63.02
H 22.93 -7.68 62.22
O 14.54 -14.39 55.58
C 15.69 -14.88 55.86
O 16.06 -14.94 57.12
C 15.24 -14.81 58.27
C 16.25 -15.02 59.32
C 16.81 -15.08 54.84
H 14.59 -15.60 58.09
H 14.69 -13.93 58.17
H 16.86 -14.17 59.43
H 16.78 -16.00 59.25
H 15.82 -14.83 60.24
H 17.82 -14.83 55.21
H 16.71 -14.47 53.93
H 16.76 -16.27 54.70
O 18.05 -12.20 54.95
C 18.75 -11.66 54.12
O 18.90 -10.33 53.95
C 18.24 -9.34 54.82
C 18.84 -7.92 54.48
C 19.46 -12.43 52.95
H 18.28 -9.64 55.91
H 17.28 -9.52 54.63
H 18.33 -7.37 55.32
H 18.56 -7.83 53.58
H 19.85 -7.89 54.66
H 19.32 -13.48 53.18
H 20.27 -12.06 52.88
H 18.80 -12.63 51.97
O 19.80 -10.19 60.53
C 19.44 -10.02 61.66
O 20.14 -10.10 62.78
C 21.45 -10.43 62.69
C 22.19 -10.30 64.04
C 18.02 -9.57 62.05
H 22.03 -10.08 62.11
H 21.50 -11.37 62.19
H 22.41 -9.21 64.26
H 23.25 -10.75 64.07
H 21.61 -10.77 64.96
H 18.26 -8.60 62.46
H 17.63 -10.24 62.80
H 17.42 -9.41 61.24
O 19.25 -13.39 60.76
C 18.79 -14.40 61.28
O 17.84 -14.40 62.25
C 17.35 -13.01 62.46
C 16.19 -13.26 63.44
C 19.31 -15.80 61.04
H 16.83 -12.61 61.72
H 18.04 -12.21 62.59
H 16.43 -13.39 64.44
H 15.64 -13.99 62.89
H 15.48 -12.43 63.42
H 19.92 -16.19 61.73
H 19.83 -15.72 60.08
H 18.55 -16.58 61.01
O 17.43 -7.33 57.17
C 17.25 -7.40 58.35
O 17.62 -6.41 59.22
C 18.17 -5.27 58.72
C 18.10 -4.14 59.78
C 16.56 -8.62 59.08
H 17.84 -5.03 57.67
H 19.27 -5.39 58.43
H 17.16 -4.12 60.09
H 18.48 -3.10 59.54
H 18.79 -4.43 60.57
H 16.76 -8.78 60.26
H 16.85 -9.42 58.47
H 15.53 -8.69 58.87
```

Multiplicity = 1
Net charge = 0
HOMO energy = -4.8 eV
ΔE to the lowest compared entry with this formula, charge and spin = 46.4 kJ/mol
HOMO-LUMO gap = 4.72 eV
E_LUMO = -0.0027 Ha
Strongest force on any atom = 19.5 eV/Å
Calculated total energy = -89092.6720 eV

Atomic partial charges in e from the Löwdin method, atoms 1 to 99:
1. N 0.319
2. H 0.142
3. H 0.090
4. H 0.112
5. H 0.073
6. N 0.331
7. H 0.073
8. H 0.216
9. H 0.127
10. H 0.021
11. S 0.327
12. O -0.319
13. O -0.098
14. O -0.394
15. O -0.338
16. O 0.055
17. C -0.539
18. O 0.079
19. C -0.153
20. C -0.038
21. C 0.073
22. H 0.108
23. H 0.080
24. H 0.044
25. H 0.126
26. H 0.029
27. H 0.043
28. H 0.006
29. H 0.056
30. O -0.074
31. C -0.437
32. O 0.042
33. C -0.207
34. C -0.025
35. C 0.029
36. H 0.103
37. H 0.075
38. H 0.096
39. H 0.065
40. H 0.056
41. H 0.118
42. H 0.094
43. H 0.071
44. O 0.055
45. C -0.485
46. O 0.026
47. C -0.154
48. C -0.011
49. C 0.024
50. H -0.019
51. H 0.127
52. H 0.090
53. H 0.062
54. H 0.035
55. H 0.037
56. H 0.033
57. H 0.121
58. O 0.005
59. C -0.460
60. O -0.036
61. C -0.163
62. C -0.026
63. C 0.018
64. H 0.114
65. H 0.114
66. H 0.058
67. H 0.106
68. H 0.059
69. H 0.056
70. H 0.079
71. H 0.146
72. O 0.067
73. C -0.477
74. O -0.014
75. C -0.135
76. C 0.013
77. C 0.058
78. H 0.122
79. H 0.064
80. H 0.082
81. H -0.007
82. H 0.057
83. H 0.051
84. H -0.041
85. H 0.153
86. O 0.054
87. C -0.451
88. O 0.075
89. C -0.262
90. C -0.055
91. C 0.068
92. H -0.067
93. H 0.152
94. H 0.095
95. H 0.121
96. H 0.126
97. H 0.106
98. H 0.083
99. H -0.005

Record 4
Molecular formula: C4H4O
Method: DFT, wB97M-V/def2-TZVPD

```
9
C4H4O wB97M-V/def2-TZVPD
C 1.46 -0.17 2.01
C 1.72 -1.20 2.57
C -0.25 1.03 -0.36
C -0.73 -0.39 -0.81
O 0.60 1.21 0.49
H -0.64 1.95 -0.87
H -0.42 -1.31 -0.10
H -0.03 -0.76 -1.72
H -1.70 -0.36 -1.21
```

Multiplicity = 1
Net charge = 0
HOMO energy (alpha / beta) = -10.3 / -10.0 eV
ΔE to the lowest compared entry with this formula, charge and spin = 834.7 kJ/mol
HOMO-LUMO gap (alpha / beta) = 8.89 / 7.88 eV
E_LUMO (alpha / beta) = -0.0520 / -0.0781 Ha
Strongest force on any atom = 4.4 eV/Å
Calculated total energy = -6250.7286 eV

Population analysis type Löwdin, resulting atomic charges in e:
1. C -0.083
2. C -0.005
3. C -0.239
4. C -0.053
5. O -0.028
6. H 0.133
7. H 0.119
8. H 0.124
9. H 0.030

Record 5
Molecular formula: C22H32N2O4
Method: DFT, wB97M-V/def2-TZVPD

```
60
C22H32N2O4 wB97M-V/def2-TZVPD
C -9.05 -1.67 0.66
O -7.94 -0.83 0.86
C -7.99 0.35 0.08
C -6.78 1.23 0.40
O -5.63 0.89 -0.34
C -4.97 -0.30 0.06
C -3.94 -0.01 1.17
C -2.63 0.48 0.56
N -2.02 -0.57 -0.23
C -0.71 -0.70 -0.55
O -0.31 -1.62 -1.24
C 0.24 0.38 -0.04
C 0.21 1.60 -0.96
C 1.13 2.67 -0.38
C 2.51 2.17 0.02
O 3.42 2.95 0.19
N 2.66 0.84 0.23
C 3.97 0.35 0.60
C 4.78 -0.15 -0.62
C 6.14 -0.58 -0.18
C 6.42 -1.91 0.08
C 7.68 -2.30 0.52
C 8.67 -1.35 0.71
C 8.40 -0.02 0.45
C 7.15 0.37 0.02
C 1.67 -0.17 -0.07
C -2.95 -1.54 -0.81
C -4.26 -0.86 -1.18
H -9.11 -2.01 -0.38
H -9.99 -1.16 0.92
H -8.91 -2.53 1.31
H -8.00 0.10 -0.99
H -8.92 0.90 0.31
H -6.59 1.18 1.48
H -7.01 2.26 0.12
H -5.71 -1.01 0.44
H -3.76 -0.91 1.75
H -4.33 0.76 1.83
H -2.84 1.36 -0.06
H -1.95 0.78 1.36
H -0.01 0.67 0.98
H 0.55 1.31 -1.95
H -0.80 2.00 -1.05
H 0.69 3.09 0.53
H 1.27 3.49 -1.08
H 4.51 1.18 1.06
H 3.86 -0.46 1.32
H 4.85 0.67 -1.33
H 4.25 -0.98 -1.09
H 5.65 -2.66 -0.06
H 7.88 -3.34 0.72
H 9.65 -1.66 1.05
H 9.17 0.72 0.60
H 6.94 1.41 -0.18
H 1.77 -0.97 0.67
H 1.85 -0.61 -1.05
H -2.47 -1.96 -1.70
H -3.13 -2.35 -0.10
H -4.90 -1.56 -1.70
H -4.07 -0.02 -1.85
```

Multiplicity = 1
Net charge = 0
HOMO energy = -8.8 eV
ΔE to the lowest compared entry with this formula, charge and spin = 214.9 kJ/mol
HOMO-LUMO gap = 9.39 eV
E_LUMO = 0.0232 Ha
Structure (SMILES) = COCCOC1CCN(C(=O)[C@@H]2CCC(=O)N(CCc3ccccc3)C2)CC1
Strongest force on any atom = 0.5 eV/Å
Calculated total energy = -34504.0810 eV

Population analysis type Löwdin, resulting atomic charges in e:
1. C -0.110
2. O -0.210
3. C -0.203
4. C -0.180
5. O -0.115
6. C -0.330
7. C -0.096
8. C -0.141
9. N -0.034
10. C -0.423
11. O 0.060
12. C -0.210
13. C -0.133
14. C -0.079
15. C -0.455
16. O 0.048
17. N -0.046
18. C -0.138
19. C -0.123
20. C -0.243
21. C -0.046
22. C -0.090
23. C -0.099
24. C -0.085
25. C -0.041
26. C -0.112
27. C -0.132
28. C -0.092
29. H 0.091
30. H 0.089
31. H 0.089
32. H 0.135
33. H 0.126
34. H 0.128
35. H 0.129
36. H 0.139
37. H 0.126
38. H 0.119
39. H 0.129
40. H 0.120
41. H 0.140
42. H 0.135
43. H 0.111
44. H 0.130
45. H 0.124
46. H 0.123
47. H 0.131
48. H 0.125
49. H 0.112
50. H 0.111
51. H 0.100
52. H 0.098
53. H 0.101
54. H 0.118
55. H 0.140
56. H 0.131
57. H 0.124
58. H 0.134
59. H 0.121
60. H 0.129

Record 6
Molecular formula: C4H7FN3
Method: DFT, wB97M-V/def2-TZVPD

```
15
C4H7FN3 wB97M-V/def2-TZVPD
C -0.24 0.67 1.21
C -0.65 -1.30 -1.27
C 0.59 2.30 -0.22
C 0.76 -0.18 1.19
N -0.35 1.58 0.21
N -0.60 -0.25 -1.81
N -0.54 -2.29 -0.54
F 0.83 -1.23 2.07
H -1.26 0.40 1.75
H 0.30 2.99 -0.95
H 1.58 2.26 0.06
H 1.59 -0.18 0.44
H -1.15 0.55 -1.66
H -0.11 -2.10 0.40
H -0.77 -3.24 -0.88
```

Multiplicity = 1
Net charge = +1
HOMO energy = -13.7 eV
ΔE to the lowest compared entry with this formula, charge and spin = 306.6 kJ/mol
HOMO-LUMO gap = 9.24 eV
E_LUMO = -0.1629 Ha
Strongest force on any atom = 3.3 eV/Å
Calculated total energy = -11438.9637 eV

Population analysis type Löwdin, resulting atomic charges in e:
1. C -0.160
2. C -0.167
3. C 0.019
4. C -0.173
5. N -0.051
6. N 0.335
7. N 0.259
8. F 0.006
9. H 0.181
10. H 0.078
11. H 0.074
12. H 0.151
13. H 0.108
14. H 0.152
15. H 0.187

> calculated total energy of number 5 (C22H32N2O4)?

-34504.0810 eV

> net charge of number 2 (C16H18B2MgN6O2)?

0

> What is the multiplicity in the first record?

3

> calculated total energy of number 1 (C21H28N4NiO3)?

-75371.6903 eV